Entry 1:
DFT (ωB97M-V with the def2-TZVPD basis set) results for C13H40AsF6O7 as an isolated structure at a distorted geometry.

Orbital gap (alpha / beta)   8.5 / 2.1 eV
Expectation value of S²   0.754
Spin multiplicity   2
Calculated total energy   -105602.070 eV
LUMO energy (alpha / beta)   -0.380 / -6.796 eV

XYZ file:
```
67
Properties=species:S:1:pos:R:3:forces:R:3:nbo_charge:R:1
As -2.972 -24.416 3.862 0.628 1.746 -1.057 2.806
F -2.199 -24.990 5.407 -0.602 0.610 -1.074 -0.659
F -2.809 -22.680 4.331 0.723 -1.605 -0.011 -0.631
F -3.607 -23.789 2.289 0.174 -1.572 1.664 -0.622
F -3.154 -26.111 3.454 -0.627 0.820 0.130 -0.628
F -4.531 -24.262 4.677 0.831 -0.971 -0.639 -0.615
F -1.413 -24.458 3.010 -0.909 0.174 1.315 -0.612
C -0.162 -22.933 7.125 1.378 0.020 0.928 -0.646
C -1.380 -22.620 8.052 2.991 -0.031 -0.825 0.097
C -1.868 -21.218 7.835 -0.325 0.228 -0.492 -0.651
O -2.269 -23.577 7.640 -2.525 -1.577 0.428 -0.776
H 0.341 -23.850 7.433 -0.185 -0.303 0.310 0.197
H 0.658 -22.216 7.161 -0.246 0.440 -0.033 0.218
H -0.388 -23.141 6.079 -0.572 0.503 -0.056 0.230
H -1.095 -22.908 9.064 -0.080 0.577 0.290 0.166
H -1.614 -20.949 6.810 0.277 0.273 0.003 0.225
H -1.421 -20.507 8.530 -0.225 0.036 -0.082 0.224
H -2.957 -21.189 7.800 -0.066 0.116 0.701 0.229
H -2.257 -23.497 6.683 -0.656 -0.698 -0.535 0.521
C -3.976 -28.975 5.318 -1.508 1.254 -0.104 -0.646
C -2.493 -28.941 5.209 0.178 -0.241 -1.768 0.089
C -1.919 -30.236 5.720 1.193 0.308 0.023 -0.616
O -2.152 -28.769 3.818 0.352 -1.023 0.353 -0.733
H -4.394 -29.088 6.318 0.206 -0.309 0.158 0.191
H -4.440 -29.693 4.643 0.357 -0.382 0.173 0.233
H -4.373 -28.027 4.957 -0.069 0.291 0.003 0.220
H -2.016 -28.085 5.686 -0.140 0.180 0.737 0.153
H -1.886 -30.140 6.805 -0.197 -0.499 0.176 0.182
H -0.879 -30.322 5.406 0.072 -0.023 -0.061 0.229
H -2.432 -31.138 5.388 -0.245 0.222 0.113 0.221
H -2.469 -27.927 3.483 -0.169 0.272 0.211 0.494
C -1.374 -26.725 8.762 2.488 0.165 -0.166 -0.639
C -2.834 -26.782 8.431 -0.016 -0.328 1.262 0.039
C -3.453 -28.082 8.807 -1.232 0.204 1.499 -0.654
O -3.454 -25.687 8.991 -1.289 -1.744 0.612 -0.267
H -0.767 -25.909 8.369 -0.522 0.227 -0.463 0.265
H -0.891 -27.632 8.399 -0.212 -0.107 -0.134 0.261
H -1.178 -26.673 9.833 -0.623 -0.213 0.170 0.244
H -3.036 -26.584 7.378 0.386 0.340 -1.645 0.358
H -3.407 -28.151 9.894 0.551 -0.136 0.316 0.248
H -3.007 -28.993 8.408 -0.144 0.451 -0.374 0.267
H -4.538 -28.018 8.722 -0.055 -0.528 -0.855 0.240
H -2.997 -24.889 8.714 1.103 2.160 -1.065 0.545
C -6.301 -25.683 7.285 1.386 0.184 -0.182 -0.251
O -6.407 -26.184 8.608 -0.982 -0.173 0.178 -0.717
H -7.233 -25.680 6.720 -0.121 -0.205 0.561 0.204
H -5.879 -24.678 7.284 -0.250 0.325 0.065 0.173
H -5.567 -26.253 6.715 -0.070 -0.360 -0.286 0.156
H -5.580 -26.529 8.953 -0.111 0.371 -0.329 0.452
C 0.669 -26.728 1.388 -1.384 -0.088 -1.077 -0.237
O 1.905 -27.286 1.595 2.169 -0.694 1.565 -0.739
H 0.578 -26.636 0.306 -0.787 0.643 0.043 0.160
H -0.132 -27.370 1.757 -0.067 -0.462 -0.131 0.161
H 0.480 -25.806 1.937 0.633 0.344 -0.286 0.182
H 2.383 -27.577 0.815 -0.573 0.266 -0.082 0.474
C -5.712 -21.726 2.406 0.111 0.932 0.006 -0.254
O -4.597 -21.507 1.569 0.047 -0.326 0.068 -0.738
H -6.565 -21.308 1.870 -0.354 -0.376 0.366 0.170
H -5.781 -22.777 2.686 -0.538 -0.053 -0.266 0.171
H -5.531 -21.174 3.328 -0.448 0.163 0.319 0.151
H -4.041 -22.204 1.925 0.929 0.217 -0.662 0.483
C 1.532 -22.196 3.401 -0.504 0.456 0.796 -0.247
O 1.728 -20.915 2.810 0.887 -0.325 -0.520 -0.741
H 0.492 -22.516 3.347 0.015 -0.169 -0.201 0.184
H 2.191 -22.968 3.003 -0.075 0.392 -0.710 0.184
H 1.811 -22.169 4.454 -0.092 0.169 0.341 0.145
H 1.005 -20.292 2.911 -0.270 -0.555 0.287 0.476
```
Positions in Å, forces in eV/Å.


Entry 2:
DFT (ωB97M-V with the def2-TZVPD basis set) results for one molecule with the formula C13H20O2 at a distorted geometry.

Orbital gap   9.2 eV
Calculated total energy   -17898.299 eV
LUMO energy   0.652 eV
Structure (SMILES)   CC1=C(C#C[C@@H](C)O)C(C)(C)C[C@H](O)C1

XYZ file:
```
35
Properties=species:S:1:pos:R:3:forces:R:3:nbo_charge:R:1
C -0.587 -2.083 -0.316 0.324 0.409 0.644 -0.652
C -0.851 -0.716 0.289 1.003 1.031 0.487 0.117
C 0.111 0.250 0.491 -2.143 -1.400 -0.620 -0.154
C 1.464 -0.023 0.136 2.637 -0.319 -0.609 -0.012
C 2.638 -0.242 -0.156 -2.828 0.624 -0.184 -0.042
C 4.028 -0.432 -0.580 -0.558 0.479 0.326 0.033
C 4.581 0.762 -1.348 -0.215 -1.087 -2.171 -0.602
O 4.781 -0.540 0.617 -0.147 -0.560 1.760 -0.716
C -0.244 1.641 0.989 0.497 1.793 0.143 -0.069
C 0.085 2.718 -0.117 -1.424 -0.195 0.474 -0.594
C 0.679 1.966 2.178 0.699 0.504 0.817 -0.607
C -1.724 1.888 1.418 0.138 -0.822 0.723 -0.416
C -2.408 0.581 1.885 0.787 0.368 -0.811 0.112
O -1.792 0.056 3.045 -0.552 0.030 0.777 -0.727
C -2.278 -0.467 0.754 0.080 1.231 -0.586 -0.465
H 0.450 -2.283 -0.586 0.030 0.351 0.084 0.233
H -1.180 -2.232 -1.200 -0.437 0.026 -0.473 0.222
H -0.881 -2.857 0.389 -0.136 -0.107 0.154 0.220
H 4.081 -1.334 -1.235 0.213 0.363 0.697 0.191
H 3.978 0.913 -2.280 0.461 -0.110 0.675 0.209
H 5.611 0.540 -1.668 -0.313 0.053 0.200 0.217
H 4.580 1.669 -0.810 -0.129 0.870 0.902 0.216
H 4.164 -0.515 1.411 1.121 -0.136 -1.707 0.489
H -0.501 2.523 -1.021 0.156 -0.212 -0.025 0.207
H -0.236 3.733 0.196 0.320 -0.574 0.182 0.210
H 1.123 2.731 -0.359 0.821 -0.008 -0.200 0.214
H 1.753 1.913 1.868 -0.819 -0.117 0.292 0.219
H 0.518 3.009 2.560 -0.012 -0.835 -0.418 0.214
H 0.517 1.291 3.054 0.223 0.463 -0.684 0.201
H -1.755 2.643 2.241 0.103 -0.547 -0.606 0.222
H -2.301 2.288 0.593 -0.102 0.076 -0.300 0.210
H -3.461 0.806 2.158 0.581 -0.429 -0.213 0.191
H -0.854 -0.101 2.910 0.031 0.000 -0.355 0.471
H -2.660 -1.377 1.127 -0.546 -1.225 0.436 0.221
H -2.907 -0.197 -0.112 0.134 0.013 0.189 0.216
```
Positions in Å, forces in eV/Å.


Entry 3:
DFT (ωB97M-V with the def2-TZVPD basis set) results for an isolated ion of composition C8H12N and charge +1 at a distorted geometry.

Total charge   +1
Orbital gap   7.7 eV
Calculated total energy   -9968.581 eV
LUMO energy   -5.614 eV

XYZ file:
```
21
Properties=species:S:1:pos:R:3:forces:R:3:nbo_charge:R:1
C -1.479 0.311 0.156 -1.410 -1.183 0.641 -0.139
C -2.609 -0.128 0.274 0.527 1.885 -0.391 0.320
C -0.216 0.564 0.196 2.712 0.484 -0.056 0.286
C 0.969 1.112 0.118 0.557 -0.636 -1.046 0.016
C 1.987 0.145 0.659 0.837 -1.458 -1.509 -0.250
C -3.935 -0.390 -0.085 -2.508 0.659 1.621 -0.735
C 1.276 2.512 -0.389 -1.564 -1.443 2.919 -0.612
C 1.265 -2.015 -0.602 -0.505 -2.196 3.338 -0.421
N 1.216 -1.212 0.648 0.167 4.033 -2.928 -0.548
H 3.100 0.247 0.228 -2.564 -0.590 0.526 0.231
H 2.049 0.320 1.690 0.478 0.618 1.588 0.231
H -4.085 -1.428 0.161 -0.759 -0.559 0.189 0.288
H -4.778 0.313 0.360 1.959 -1.579 -0.505 0.292
H -3.954 -0.309 -1.131 -0.358 0.025 -1.590 0.270
H 1.390 2.943 0.621 -0.093 1.052 -0.660 0.252
H 0.474 2.893 -0.974 -0.623 0.600 -0.127 0.246
H 2.175 2.588 -0.885 1.989 -0.140 -1.100 0.247
H 0.495 -2.839 -0.358 1.405 0.920 -0.884 0.220
H 0.950 -1.504 -1.458 -0.350 1.025 -1.077 0.210
H 2.280 -2.422 -0.687 -0.334 -0.170 -0.449 0.210
H 1.427 -1.700 1.459 0.436 -1.346 1.499 0.387
```
Positions in Å, forces in eV/Å.


Entry 4:
DFT (ωB97M-V with the def2-TZVPD basis set) results for a 4-piece molecular cluster, C10H16Br2NO9 overall at a distorted geometry.

Total charge   -1
Orbital gap   7.7 eV
Calculated total energy   -170631.521 eV
LUMO energy   2.423 eV

XYZ file:
```
38
Properties=species:S:1:pos:R:3:forces:R:3:nbo_charge:R:1
N 1.582 1.984 1.753 0.510 -0.208 0.275 0.711
O 2.017 1.956 0.574 -0.135 0.090 -0.104 -0.594
O 0.663 1.207 2.084 -0.197 0.032 -0.050 -0.568
O 2.103 2.744 2.586 -0.233 -0.008 -0.137 -0.527
Br 3.041 -2.876 0.108 0.169 0.093 0.195 -0.045
C 3.841 -1.459 -0.970 -0.471 -0.416 -0.959 -0.424
C 2.849 -0.367 -1.281 0.259 0.225 0.920 -0.486
Br 1.343 -0.831 -2.393 0.161 -0.324 -0.131 0.001
H 4.158 -1.994 -1.863 0.140 0.142 -0.010 0.214
H 4.704 -1.031 -0.470 -0.055 -0.132 0.316 0.229
H 3.374 0.456 -1.760 -0.084 0.024 -0.094 0.228
H 2.444 -0.002 -0.336 -0.148 0.266 -0.261 0.280
C -1.026 -1.609 2.993 0.429 -0.589 0.213 -0.628
C -0.802 -2.156 1.599 -0.315 -0.578 0.269 0.068
C -1.600 -3.419 1.229 0.657 -0.599 -0.234 -0.092
O -2.145 -3.133 -0.058 -0.480 0.178 0.383 -0.501
C -1.970 -1.815 -0.341 0.177 -0.407 0.581 0.977
O -2.408 -1.278 -1.295 -0.271 0.365 -0.657 -0.574
O -1.251 -1.213 0.619 0.487 0.029 0.008 -0.481
H -1.909 -0.980 3.052 -0.087 0.016 -0.050 0.227
H -0.149 -1.061 3.322 -0.071 0.406 -0.088 0.253
H -1.122 -2.455 3.685 -0.154 0.099 -0.066 0.194
H 0.245 -2.448 1.480 0.122 0.773 -0.348 0.195
H -2.312 -3.731 1.998 -0.516 0.378 -0.397 0.176
H -0.950 -4.282 1.053 0.114 0.138 0.296 0.184
C 0.285 2.996 -1.802 0.378 0.361 0.614 -0.638
C -0.635 1.885 -1.329 -1.244 1.008 0.713 0.061
C -1.663 2.284 -0.214 0.348 -1.243 -0.246 -0.095
O -2.953 2.204 -0.848 0.365 0.397 -0.100 -0.509
C -2.809 1.708 -2.099 0.252 0.405 0.765 0.989
O -3.721 1.484 -2.821 -0.715 -0.168 -0.636 -0.613
O -1.528 1.568 -2.422 0.627 -0.643 -0.131 -0.497
H 1.328 2.686 -1.851 -0.113 -0.183 -0.387 0.233
H 0.320 3.822 -1.085 -0.177 -0.128 0.085 0.215
H -0.089 3.412 -2.736 0.172 -0.168 -0.151 0.214
H -0.135 1.007 -0.937 0.229 -0.116 -0.528 0.228
H -1.454 3.244 0.247 -0.322 0.197 -0.142 0.187
H -1.665 1.491 0.532 0.193 0.289 0.273 0.209
```
Positions in Å, forces in eV/Å.